{
  "formula": "C6H12O",
  "method": "ωB97M-V with the def2-TZVPD basis set",
  "species": ["C", "C", "C", "C", "C", "C", "O", "H", "H", "H", "H", "H", "H", "H", "H", "H", "H", "H", "H"],
  "coordinates": [[-2.1405, -0.9004, -0.0064], [-1.5064, 0.4764, 0.0733], [-0.6538, 0.9197, -1.0782], [-0.0337, 0.7244, 0.2788], [1.0522, -0.3073, 0.4300], [2.3122, 0.1262, -0.2932], [1.4220, -0.4773, 1.8021], [-1.5222, -1.5938, -0.5872], [-3.1066, -0.8228, -0.5185], [-2.3259, -1.3548, 0.9760], [-2.1333, 1.2035, 0.5852], [-0.4006, 0.1170, -1.7728], [-0.5699, 1.9064, -1.5250], [0.1877, 1.6465, 0.8164], [0.6827, -1.2644, 0.0263], [2.1289, 0.3538, -1.3498], [3.0721, -0.6549, -0.2211], [2.6953, 1.0402, 0.1744], [0.8395, -1.1382, 2.1897]],
  "forces_ev_per_angstrom": [[0.041, -0.023, -0.025], [-0.199, -0.110, 0.286], [0.672, 0.012, -0.213], [0.093, 0.131, -0.022], [-0.233, -0.120, -0.015], [0.143, 0.082, -0.150], [-0.107, -0.258, 0.013], [-0.073, 0.093, 0.104], [0.145, -0.053, 0.063], [0.099, 0.192, -0.132], [0.050, 0.028, -0.284], [-0.184, 0.173, 0.014], [-0.578, -0.076, 0.162], [-0.002, -0.165, -0.052], [0.197, 0.127, -0.005], [-0.052, -0.145, 0.205], [-0.009, 0.127, -0.004], [-0.002, -0.157, -0.004], [0.001, 0.143, 0.059]],
  "nbo_charge": [-0.609, -0.217, -0.427, -0.246, 0.094, -0.617, -0.726, 0.202, 0.216, 0.207, 0.216, 0.202, 0.222, 0.218, 0.159, 0.209, 0.216, 0.213, 0.469],
  "charge": 0,
  "orbital_gap_ev": 10.87
}

{
  "formula": "C6H12O",
  "method": "ωB97M-V with the def2-TZVPD basis set",
  "species": ["C", "C", "C", "C", "C", "C", "H", "H", "H", "H", "H", "H", "H", "H", "H", "H", "O", "H", "H"],
  "coordinates": [[-1.0512, -1.8603, -1.2194], [-0.1776, -0.9458, -1.6927], [0.3333, 0.2464, -0.9714], [1.4401, 1.0044, -1.6484], [-0.5279, 0.9049, -0.1748], [-0.1655, 2.0034, 0.7569], [-1.8144, -1.4904, -0.5431], [-0.7242, -2.8838, -1.0882], [0.4161, -1.1925, -2.5728], [1.9021, 0.4626, -2.4783], [1.0857, 1.9047, -2.1521], [2.2898, 1.3377, -1.0486], [-1.5870, 0.7132, -0.3137], [-0.9294, 2.7554, 0.9544], [0.1916, 1.5761, 1.6982], [0.6796, 2.6308, 0.4458], [-0.1045, -1.2229, 3.6670], [0.4248, -1.7617, 3.0707], [-0.0732, -1.6429, 4.5319]],
  "forces_ev_per_angstrom": [[0.546, 1.102, 0.747], [0.885, -0.750, -0.054], [-2.600, 1.475, -1.636], [1.591, 0.060, -0.312], [0.270, 0.473, -0.068], [0.805, 0.941, 0.128], [0.327, -0.313, 0.658], [-0.895, -0.498, -1.397], [0.470, -0.518, 0.437], [-0.104, -0.462, 0.246], [-0.416, 0.097, 0.288], [-0.179, -0.164, 0.338], [-0.007, -0.665, 0.770], [-0.410, -0.457, 0.103], [-0.379, 0.010, 0.177], [0.099, -0.355, -0.397], [-0.074, 0.163, -0.048], [-0.023, -0.052, 0.149], [0.094, -0.086, -0.129]],
  "nbo_charge": [-0.421, -0.168, -0.087, -0.639, -0.110, -0.668, 0.180, 0.213, 0.184, 0.214, 0.216, 0.222, 0.197, 0.219, 0.238, 0.212, -0.942, 0.472, 0.470],
  "charge": 0,
  "orbital_gap_ev": 8.29
}

{
  "formula": "C6H12O",
  "method": "ωB97M-V with the def2-TZVPD basis set",
  "species": ["C", "C", "C", "O", "H", "H", "H", "H", "H", "H", "C", "C", "C", "H", "H", "H", "H", "H", "H"],
  "coordinates": [[-0.2042, 0.6104, -2.0952], [-0.8255, -0.1616, -1.2076], [-0.6385, -1.6521, -1.1600], [-1.8286, 0.3651, -0.4402], [0.5350, 0.1825, -2.7624], [-0.4970, 1.6467, -2.2179], [-0.6572, -2.0787, -0.1527], [0.3009, -1.9434, -1.6364], [-1.4621, -2.0993, -1.7234], [-1.8452, -0.1063, 0.4031], [0.0963, -0.5495, 1.8595], [0.3166, 0.7454, 1.6479], [1.5385, 1.3249, 1.0044], [-0.7830, -0.8993, 2.3975], [0.7837, -1.3117, 1.4973], [-0.4142, 1.4736, 1.9996], [2.1945, 1.6712, 1.8121], [2.0891, 0.5958, 0.4024], [1.3010, 2.1863, 0.3721]],
  "forces_ev_per_angstrom": [[-0.120, -0.038, 0.030], [0.119, -0.020, -0.486], [-0.025, -0.079, -0.007], [-0.122, -0.139, 0.010], [-0.112, 0.089, 0.069], [0.179, -0.034, 0.098], [-0.034, 0.202, -0.085], [-0.134, 0.078, 0.045], [0.035, -0.108, 0.063], [0.004, 0.049, -0.138], [0.092, 0.159, 0.068], [-0.028, -0.204, 0.125], [0.088, 0.019, 0.071], [0.115, 0.061, -0.054], [-0.029, 0.147, 0.124], [0.065, -0.133, 0.026], [0.051, 0.082, -0.188], [-0.134, 0.039, 0.132], [-0.010, -0.169, 0.100]],
  "nbo_charge": [-0.514, 0.327, -0.675, -0.695, 0.202, 0.209, 0.213, 0.225, 0.226, 0.482, -0.461, -0.138, -0.654, 0.197, 0.195, 0.198, 0.221, 0.217, 0.225],
  "charge": 0,
  "orbital_gap_ev": 9.72
}

{
  "formula": "C6H12O",
  "method": "ωB97M-V with the def2-TZVPD basis set",
  "species": ["C", "C", "C", "C", "C", "C", "O", "H", "H", "H", "H", "H", "H", "H", "H", "H", "H", "H", "H"],
  "coordinates": [[1.5943, 1.0904, 0.3107], [0.7835, -0.2027, 0.2204], [1.5347, -1.3117, -0.5155], [-0.5528, 0.0754, -0.4426], [-1.7691, -0.8256, -0.1634], [-1.6463, 0.5222, 0.4568], [-1.6698, 0.9724, 1.6834], [1.0409, 1.8422, 0.8833], [2.5559, 0.9183, 0.8074], [1.8020, 1.4953, -0.6886], [0.5762, -0.5380, 1.2454], [2.4866, -1.5347, -0.0204], [1.7560, -1.0163, -1.5491], [0.9448, -2.2348, -0.5485], [-0.4986, 0.4842, -1.4517], [-2.4654, -1.0029, -0.9780], [-1.6474, -1.6555, 0.5303], [-2.4666, 1.3484, -0.3350], [-2.3840, 1.5591, 0.5873]],
  "forces_ev_per_angstrom": [[0.019, 0.050, 0.012], [-0.012, -0.017, 0.048], [0.031, -0.044, -0.035], [0.119, 0.046, -0.069], [-0.092, -0.137, 0.023], [0.008, -0.023, -0.238], [0.046, -0.093, 0.146], [0.096, -0.095, -0.093], [-0.146, 0.014, -0.070], [-0.039, -0.070, 0.129], [0.015, 0.033, -0.132], [-0.142, 0.038, -0.066], [-0.035, -0.023, 0.143], [0.085, 0.130, -0.002], [-0.015, -0.063, 0.160], [0.110, 0.053, 0.137], [-0.001, 0.136, -0.082], [0.090, -0.089, 0.036], [-0.139, 0.154, -0.047]],
  "nbo_charge": [-0.604, -0.220, -0.600, -0.267, -0.476, 0.278, -0.759, 0.226, 0.210, 0.196, 0.215, 0.212, 0.200, 0.210, 0.227, 0.232, 0.237, 0.044, 0.441],
  "charge": 0,
  "orbital_gap_ev": 9.32
}

{
  "formula": "C6H12O",
  "method": "ωB97M-V with the def2-TZVPD basis set",
  "species": ["C", "C", "C", "C", "C", "O", "C", "H", "H", "H", "H", "H", "H", "H", "H", "H", "H", "H", "H"],
  "coordinates": [[-2.6618, 1.5954, 0.9695], [-1.3202, 0.9442, 1.2956], [-0.6601, 0.3263, 0.0566], [0.4756, -0.5830, 0.3554], [1.6493, -0.2057, -0.4358], [2.7218, -1.1032, -0.4834], [2.3963, -2.2082, -1.2900], [-2.5669, 2.3039, 0.1379], [-3.4033, 0.8411, 0.6816], [-3.0584, 2.1436, 1.8299], [-1.4372, 0.1709, 2.0619], [-0.6371, 1.6963, 1.7107], [-0.4771, 1.1118, -0.7033], [-1.3835, -0.3796, -0.3941], [1.5154, -2.7365, -0.8948], [1.9805, 0.6674, 0.1682], [1.4290, 0.1978, -1.4477], [2.1847, -1.8972, -2.3277], [3.2530, -2.8852, -1.2904]],
  "forces_ev_per_angstrom": [[-0.059, 0.026, -0.019], [-0.020, -0.007, 0.104], [0.064, 0.032, 0.038], [0.024, 0.340, -0.309], [-0.201, 0.004, 0.037], [0.064, 0.072, 0.031], [-0.032, -0.309, -0.162], [-0.006, -0.090, 0.127], [0.111, 0.104, 0.023], [0.055, -0.091, -0.112], [0.008, 0.093, -0.104], [-0.088, -0.119, -0.040], [0.045, -0.105, 0.125], [0.096, 0.029, 0.040], [0.135, 0.060, -0.050], [-0.100, -0.013, -0.025], [-0.017, -0.087, 0.114], [0.044, -0.038, 0.172], [-0.122, 0.098, 0.010]],
  "nbo_charge": [-0.604, -0.380, -0.578, 0.178, -0.265, -0.527, -0.258, 0.202, 0.203, 0.214, 0.217, 0.196, 0.173, 0.263, 0.179, 0.255, 0.177, 0.159, 0.197],
  "charge": 0,
  "orbital_gap_ev": 8.71
}

{
  "formula": "C6H12O",
  "method": "ωB97M-V with the def2-TZVPD basis set",
  "species": ["C", "C", "O", "C", "C", "C", "C", "H", "H", "H", "H", "H", "H", "H", "H", "H", "H", "H", "H"],
  "coordinates": [[-0.7516, -1.7754, 0.7370], [0.4768, -1.3913, 0.3775], [1.5387, -1.4539, 1.2307], [0.8455, -0.6677, -0.8831], [1.0421, 0.8331, -0.5608], [-0.0739, 1.4407, 0.2891], [-1.4253, 1.2608, -0.4133], [-1.5597, -1.8580, 0.0217], [-0.9820, -1.9955, 1.7777], [1.2494, -1.9381, 2.0157], [1.7728, -1.0663, -1.3108], [0.0536, -0.7962, -1.6282], [2.0193, 0.9804, -0.0887], [1.0389, 1.3886, -1.5068], [0.1639, 2.4956, 0.4732], [-0.1273, 0.9705, 1.2787], [-1.9529, 0.4263, 0.0566], [-2.0379, 2.1658, -0.4005], [-1.2904, 0.9808, -1.4655]],
  "forces_ev_per_angstrom": [[0.152, -0.131, -0.057], [-0.302, 0.012, -0.090], [-0.038, 0.027, 0.285], [-0.051, -0.074, -0.023], [0.096, 0.070, -0.035], [0.029, 0.025, -0.006], [-0.114, -0.016, -0.035], [0.108, 0.274, 0.056], [0.117, -0.332, -0.175], [0.167, 0.100, -0.039], [-0.152, -0.001, 0.105], [0.086, -0.027, 0.195], [-0.137, -0.032, -0.033], [0.217, -0.132, 0.040], [-0.107, -0.134, -0.149], [0.154, 0.048, -0.164], [-0.195, 0.324, -0.144], [-0.019, -0.174, 0.153], [-0.014, 0.173, 0.117]],
  "nbo_charge": [-0.568, 0.353, -0.686, -0.465, -0.381, -0.407, -0.622, 0.214, 0.196, 0.479, 0.225, 0.216, 0.212, 0.201, 0.205, 0.204, 0.217, 0.212, 0.195],
  "charge": 0,
  "orbital_gap_ev": 9.74
}

{
  "formula": "C6H12O",
  "method": "ωB97M-V with the def2-TZVPD basis set",
  "species": ["C", "C", "C", "C", "C", "C", "H", "H", "H", "H", "H", "H", "H", "H", "H", "H", "O", "H", "H"],
  "coordinates": [[-1.0344, 2.1487, -0.4832], [-1.0423, 0.9718, 0.1532], [-0.8894, -0.3006, -0.5680], [-1.6817, -0.6739, -1.5694], [0.2297, -1.2493, -0.1484], [0.3475, -1.3062, 1.3788], [-1.2544, 2.1397, -1.5456], [-0.5644, 3.0433, -0.0938], [-0.9761, 1.0064, 1.2358], [-2.6028, -0.1510, -1.7917], [-1.5808, -1.6184, -2.0886], [1.1750, -0.8546, -0.5351], [0.0916, -2.2085, -0.6351], [1.1241, -2.0366, 1.6107], [0.6101, -0.3591, 1.8454], [-0.5998, -1.5997, 1.8294], [3.0254, 0.7537, 0.2024], [2.3892, 0.6029, 0.9084], [3.2334, 1.6915, 0.2947]],
  "forces_ev_per_angstrom": [[0.439, -0.658, -0.650], [0.549, 0.925, 0.099], [-0.729, -1.190, -0.406], [-0.819, -0.068, 0.254], [0.195, 1.652, 0.299], [0.098, -0.801, -0.342], [0.473, 0.096, -0.119], [-1.013, 0.271, 0.529], [0.468, -0.297, -0.009], [0.131, 0.356, -0.172], [0.321, 0.004, 0.025], [0.002, 0.018, -0.041], [-0.184, -0.222, 0.277], [-0.120, 0.010, 0.363], [0.163, 0.115, -0.194], [0.008, -0.224, 0.082], [0.011, 0.271, 0.146], [-0.060, -0.143, -0.002], [0.067, -0.115, -0.140]],
  "nbo_charge": [-0.364, -0.220, -0.016, -0.403, -0.428, -0.609, 0.192, 0.202, 0.200, 0.194, 0.193, 0.225, 0.214, 0.218, 0.191, 0.210, -0.933, 0.466, 0.469],
  "charge": 0,
  "orbital_gap_ev": 9.56
}

{
  "formula": "C6H12O",
  "method": "ωB97M-V with the def2-TZVPD basis set",
  "species": ["C", "C", "C", "C", "C", "C", "O", "H", "H", "H", "H", "H", "H", "H", "H", "H", "H", "H", "H"],
  "coordinates": [[-2.5088, 0.3127, -0.5848], [-1.4384, 0.5968, 0.4836], [-0.3561, -0.6479, 0.5334], [1.1487, -0.3429, 0.8321], [2.3091, -0.9964, 0.0665], [1.8965, 0.3945, -0.2619], [1.2712, 0.5575, -1.5050], [-2.0001, 0.1424, -1.5342], [-3.0999, -0.5861, -0.3470], [-3.2318, 1.1314, -0.7156], [-2.0007, 0.7666, 1.4472], [-0.8919, 1.5211, 0.3200], [-0.3341, -1.2620, -0.3889], [-0.9968, -0.9804, 1.3014], [1.4214, -0.0522, 1.8476], [2.0743, -1.7546, -0.6772], [3.2688, -1.1465, 0.5659], [2.5473, 1.2175, 0.0330], [0.5868, 1.2299, -1.4026]],
  "forces_ev_per_angstrom": [[0.218, 0.126, -0.021], [0.512, -0.085, -0.532], [-0.067, 1.771, -0.510], [-0.882, 0.294, 0.016], [-0.326, -0.116, 0.053], [0.142, 0.068, 0.337], [-0.109, 0.131, 0.039], [-0.200, -0.036, -0.153], [0.334, 0.195, 0.001], [0.298, -0.120, 0.131], [1.015, -0.522, -0.576], [-0.120, 0.374, -0.357], [-0.749, 0.432, 0.566], [0.693, -2.557, 1.303], [-0.267, 0.041, -0.218], [-0.064, 0.169, 0.093], [-0.448, 0.042, 0.005], [-0.031, -0.132, -0.104], [0.050, -0.074, -0.073]],
  "nbo_charge": [-0.613, -0.387, -0.426, -0.252, -0.432, 0.071, -0.704, 0.205, 0.206, 0.210, 0.194, 0.183, 0.217, 0.228, 0.215, 0.225, 0.220, 0.172, 0.469],
  "charge": 0,
  "orbital_gap_ev": 10.39
}

{
  "formula": "C6H12O",
  "method": "ωB97M-V with the def2-TZVPD basis set",
  "species": ["C", "C", "C", "C", "O", "C", "C", "H", "H", "H", "H", "H", "H", "H", "H", "H", "H", "H", "H"],
  "coordinates": [[1.1203, 1.7321, 0.9139], [0.6173, 0.4056, 0.3449], [1.0025, -0.8046, 1.2094], [-0.8910, 0.3541, 0.2356], [-1.5851, 0.9907, -0.8295], [-1.5787, -0.4344, -0.7907], [-0.8485, -1.1153, -1.9255], [2.2131, 1.7182, 0.9985], [0.8435, 2.5664, 0.2607], [0.7093, 1.9286, 1.9119], [1.0505, 0.2833, -0.6550], [0.2734, -0.9427, 2.0179], [1.9896, -0.6929, 1.6674], [1.0025, -1.7235, 0.6132], [-1.3936, 0.4679, 1.2044], [-2.5311, -0.8890, -0.5060], [-0.1672, -0.4036, -2.3998], [-1.5579, -1.4579, -2.6857], [-0.2690, -1.9831, -1.5856]],
  "forces_ev_per_angstrom": [[-0.017, 0.030, 0.015], [-0.040, -0.061, -0.055], [0.070, -0.040, 0.034], [0.066, -0.052, 0.164], [-0.016, 0.258, -0.045], [0.007, -0.335, -0.004], [0.008, -0.008, -0.048], [-0.164, 0.009, 0.001], [-0.001, -0.115, 0.109], [0.026, -0.066, -0.128], [-0.080, 0.019, 0.140], [0.169, 0.048, -0.041], [-0.076, 0.010, -0.114], [-0.012, 0.115, 0.113], [0.080, -0.036, -0.196], [0.103, 0.179, -0.113], [-0.075, -0.141, 0.072], [0.104, 0.050, 0.109], [-0.152, 0.137, -0.012]],
  "nbo_charge": [-0.602, -0.253, -0.604, 0.070, -0.495, 0.057, -0.646, 0.208, 0.218, 0.202, 0.206, 0.204, 0.212, 0.210, 0.176, 0.178, 0.225, 0.220, 0.214],
  "charge": 0,
  "orbital_gap_ev": 11.17
}

{
  "formula": "C6H12O",
  "method": "ωB97M-V with the def2-TZVPD basis set",
  "species": ["C", "O", "C", "C", "C", "C", "C", "H", "H", "H", "H", "H", "H", "H", "H", "H", "H", "H", "H"],
  "coordinates": [[-2.7142, -0.4834, 0.5056], [-1.4190, -0.8700, 0.1366], [-0.3657, -0.2283, 0.8291], [0.7630, 0.0683, -0.1494], [0.9805, -1.0340, -1.1636], [1.0209, 1.4866, -0.5869], [1.9582, 0.8091, 0.3764], [-2.8863, 0.5899, 0.3284], [-2.9279, -0.6871, 1.5641], [-3.4032, -1.0684, -0.1136], [-0.7249, 0.7102, 1.2840], [-0.0012, -0.9004, 1.6301], [0.0684, -1.1831, -1.7461], [1.2191, -1.9826, -0.6704], [1.7981, -0.7983, -1.8532], [0.3855, 2.2764, -0.1938], [1.3633, 1.6492, -1.6081], [1.9457, 1.1364, 1.4141], [2.9397, 0.5096, 0.0169]],
  "forces_ev_per_angstrom": [[-0.273, 0.059, 0.089], [0.041, 0.010, -0.155], [0.189, 0.147, 0.017], [0.021, -0.123, -0.027], [0.043, -0.065, -0.070], [-0.164, 0.099, -0.120], [0.126, -0.076, 0.154], [0.037, -0.153, -0.028], [0.044, -0.049, -0.068], [0.093, 0.183, 0.166], [0.140, -0.201, 0.002], [-0.123, 0.231, -0.171], [0.142, -0.017, 0.025], [-0.019, 0.083, -0.023], [-0.078, 0.057, 0.158], [0.067, -0.138, -0.068], [-0.085, -0.052, 0.234], [-0.026, -0.029, -0.167], [-0.175, 0.034, 0.053]],
  "nbo_charge": [-0.240, -0.551, -0.045, -0.081, -0.597, -0.415, -0.420, 0.163, 0.162, 0.194, 0.170, 0.171, 0.226, 0.208, 0.205, 0.210, 0.214, 0.211, 0.215],
  "charge": 0,
  "orbital_gap_ev": 10.67
}

For each record above, in turn, the calculated ΔE to the lowest compared entry with this formula, charge and spin values are 26.8, 75.7, 40.0, 120.6, 99.2, 21.0, 47.2, 53.0, 27.4, 37.3 kcal/mol.